136
Properties=species:S:1:pos:R:3:forces:R:3:mulliken_charge:R:1 method="wB97M-V/def2-TZVPD" smiles="COC[C@H](C)N.COC[C@H](C)N.COC[C@H](C)N.COC[C@H](C)N.NC(N)=O.OCCO.OCCO.OCCO.OCCO.OCCO.OCCO" lumo_ev=0.043 energy_ev=-75178.3714 homo_lumo_gap_ha=0.337 de_lowest_kcal_mol=0.00
O -0.087113 -11.455014 37.497485 -0.5 0.5 -0.4 -0.301
O -7.392985 -4.709637 32.644967 0.0 0.2 0.5 -0.310
O -0.295891 -7.709884 30.670551 0.0 0.0 -0.3 -0.551
O -8.775904 -3.409554 35.111155 -0.4 0.0 0.4 -0.547
O -6.133418 -9.031549 36.825148 0.6 -0.3 -0.3 -0.655
O -6.620261 -9.057529 29.534454 0.3 0.2 -0.2 -0.586
O -1.225501 -6.748454 39.194631 -0.7 -0.6 -0.1 -0.554
O -4.762350 -3.985698 35.312872 -0.6 0.6 -0.2 -0.484
O -1.566127 -5.900607 28.879168 0.3 0.4 0.2 -0.478
O -2.510678 -14.416959 34.778898 0.2 -0.3 -0.4 -0.520
O -0.887047 -14.140142 32.163855 0.3 0.4 0.3 -0.549
O -3.076787 0.236400 28.979041 0.2 0.0 -0.5 -0.339
O -3.224693 -7.011593 31.773198 0.5 0.2 0.3 -0.327
O -11.482036 -9.227417 36.710796 0.9 0.1 0.3 -0.386
O -6.975749 -9.611902 32.193910 0.4 0.5 0.3 -0.506
O -3.613541 -5.644964 38.042849 0.2 -0.4 0.0 -0.590
O -6.468107 -10.564902 39.235515 0.0 -0.4 -0.3 -0.601
N -5.376504 -2.631882 29.227232 -0.4 0.1 0.2 -0.735
N -4.568998 -1.816272 35.968871 -1.1 -0.4 -1.0 -0.480
N -4.957430 -8.036769 34.354736 0.2 -0.7 -0.2 0.333
N -5.719568 -2.360872 34.031695 0.0 -0.6 0.6 -0.304
N 2.653167 -10.001242 39.540792 -0.5 -0.4 -0.5 -0.773
N -8.353586 -8.226961 34.952598 -0.3 -0.4 -0.2 0.064
C -8.178392 -5.305555 33.696936 -1.3 -0.2 -0.5 0.074
C -11.819853 -10.325805 37.518208 -1.2 -0.7 0.4 -0.770
C 0.203472 -9.704910 39.753999 1.1 0.3 0.4 -1.333
C -2.445611 -7.505847 39.137622 -0.4 1.0 0.2 -0.517
C -1.168826 -7.188766 28.448569 0.3 -0.4 -0.4 -0.601
C -10.093804 -9.177879 36.445790 0.2 -0.3 -0.9 -0.863
C -3.649404 -8.503584 33.806032 -0.7 0.8 0.0 0.756
C -3.606811 -8.278276 32.267822 0.5 -0.2 -0.1 -0.188
C 1.100399 -10.717201 37.622278 0.8 0.8 0.6 -0.669
C -10.516430 -8.524510 33.978678 -0.9 -0.1 -0.4 -1.220
C -3.944925 -5.889237 32.220416 -0.6 -0.2 0.0 0.138
C -5.041326 -2.796333 35.125089 1.7 -0.9 0.9 0.722
C -1.763888 -13.195747 32.777178 -1.2 -0.8 -0.4 0.114
C -2.890055 -13.946738 33.490485 -0.8 0.6 0.6 -0.334
C -3.782830 -0.903826 28.545532 -1.4 0.1 0.7 -0.798
C -3.628478 -2.127232 30.787595 0.3 -0.3 0.0 -0.609
C -0.443039 -11.710810 36.152133 0.6 -1.0 0.0 -0.907
C -6.790267 -11.028186 37.895658 1.6 1.3 1.4 -0.407
C -9.777050 -8.258400 35.270112 -0.2 1.2 0.5 0.395
C -5.768586 -10.412714 36.944526 -1.2 0.1 -1.1 0.153
C -2.041150 0.548559 28.073168 1.2 -0.4 0.2 -0.767
C 1.326796 -10.528149 39.126698 -0.4 -1.0 0.3 0.446
C -4.530210 -1.515582 29.742971 -0.8 -0.9 -0.6 0.736
C -1.109963 -8.173624 29.616871 -1.0 0.3 -0.3 0.270
C -7.944276 -8.792453 31.562270 -0.7 0.2 -1.0 0.802
C -7.319154 -8.133490 30.319234 -0.9 -0.2 1.0 -0.470
C -3.319096 -7.042816 37.987230 0.1 -0.4 -0.3 0.530
C -9.285191 -4.369800 34.209420 0.9 0.0 -0.4 -0.497
C -3.470579 -9.984772 34.123315 0.5 0.9 -0.6 -1.485
H -8.014456 -4.730604 31.910053 0.4 0.3 -0.3 0.331
H -4.572519 -8.558832 31.823243 -0.1 -0.1 0.2 0.000
H -8.130554 -9.172557 34.651882 0.6 0.1 0.2 -0.149
H -6.757373 -7.255777 30.665368 0.6 -0.3 -0.2 -0.076
H -8.669570 -6.162719 33.228388 0.0 -0.2 0.4 -0.255
H -6.732370 -12.113603 37.895845 -0.3 0.0 0.0 0.398
H -8.367586 -7.963288 32.136986 0.5 -0.2 0.7 -0.625
H -3.206420 -1.684328 28.039770 0.5 0.1 0.3 0.359
H -3.209631 -3.068128 30.418078 0.4 0.4 -0.5 0.085
H -7.574415 -5.673444 34.520288 0.4 0.2 -0.2 0.131
H -0.760362 -10.202078 39.713961 0.0 0.1 -0.3 0.310
H -1.574345 1.509156 28.288240 -0.4 0.1 0.3 0.259
H -2.300366 0.537808 27.009740 -0.5 0.0 0.1 0.310
H -11.061000 -10.752901 38.180298 0.5 0.5 -0.3 0.308
H 2.675385 -10.260960 40.524058 0.3 0.4 0.1 0.277
H -2.309247 -8.581011 39.050936 0.6 0.1 -0.2 0.220
H -4.537170 -0.579892 27.815787 0.0 0.0 -0.1 0.335
H -5.915453 -2.936777 30.037122 0.2 -0.3 -0.1 0.134
H 1.256043 -11.545365 39.537401 -0.3 -0.1 -0.1 0.237
H -3.750195 -13.296103 33.687685 0.3 0.3 0.0 0.098
H -0.617462 -6.812151 30.837940 0.1 -0.1 0.2 0.379
H -1.247869 -0.199664 28.213746 0.0 0.0 -0.2 0.311
H -9.993558 -7.244725 35.633257 -0.4 0.0 -0.2 0.182
H -4.654888 -0.890111 35.596138 0.5 0.4 0.6 0.156
H -5.230583 -0.806507 30.195452 0.5 0.6 0.0 0.277
H -5.607464 -8.400480 33.655879 -0.5 0.2 0.4 -0.108
H -7.765639 -10.571800 37.729705 -0.2 -0.7 -0.8 0.110
H 0.218809 -8.698119 39.334607 -0.4 -0.1 -0.2 0.329
H -2.800404 -7.249726 37.047344 0.2 -0.1 0.0 0.009
H 0.267395 -12.455662 35.771626 0.0 0.0 -0.3 0.348
H -6.335192 -9.613773 39.127052 0.0 -0.1 0.2 0.353
H -4.223333 -7.657610 37.977169 -0.2 0.1 0.1 0.034
H -1.269529 -12.568499 33.514491 0.5 -0.2 -0.1 -0.095
H -9.703946 -10.165408 36.157877 -0.2 -0.2 0.2 0.397
H -9.511333 -8.829551 37.303762 -0.1 0.0 0.2 0.490
H -7.407092 -10.271125 32.742402 -0.1 0.0 0.0 0.229
H -7.800013 -7.994667 35.769134 0.1 -0.4 0.0 0.175
H -0.183870 -7.107334 27.982666 0.1 0.3 0.2 0.254
H -0.808488 -9.169517 29.293858 0.4 0.1 0.0 0.449
H -1.415539 -12.197622 36.116707 -0.1 0.2 0.2 0.361
H -2.522311 -5.808935 28.865629 0.0 -0.2 0.0 0.265
H -0.402615 -10.854695 35.474171 -0.1 0.3 0.3 0.353
H -6.149660 -3.127257 33.529892 -0.3 0.5 -0.6 -0.123
H -4.149456 -2.505095 31.671929 -0.2 0.7 0.1 -0.159
H -5.074297 -7.031038 34.332156 0.2 0.0 0.0 -0.159
H -5.674895 -8.718538 36.008584 0.0 0.4 0.2 0.242
H -2.467984 -10.136585 33.712426 -0.2 -1.0 0.0 0.475
H 0.465342 -9.551673 40.805864 -0.2 -0.1 0.1 0.343
H -8.813558 -9.407534 31.312115 0.1 -0.1 -0.4 0.483
H -6.009330 -9.512183 30.128279 -0.1 0.0 -0.1 0.337
H -10.063175 -4.955760 34.697561 0.1 0.1 0.3 0.345
H -3.426759 -4.995736 31.878170 0.0 -0.1 0.0 -0.121
H 3.341127 -10.624303 39.119587 0.1 0.2 0.0 0.295
H -5.880171 -10.906435 35.964594 0.0 0.1 0.0 0.151
H -1.825079 -7.522694 27.638575 -0.1 -0.3 0.2 0.337
H -8.066385 -2.910945 34.694371 0.0 -0.1 -0.1 0.333
H -4.032926 -5.850626 33.306420 0.2 0.2 0.0 0.005
H -3.351301 -14.752069 32.906728 0.5 -0.1 -0.3 0.417
H -2.144987 -8.276029 29.961261 0.0 -0.1 0.1 -0.234
H -3.451945 -10.216594 35.184458 -0.1 0.2 0.1 0.083
H -10.462393 -7.655211 33.321598 0.4 -0.1 -0.1 0.226
H -4.705933 -10.493329 37.184317 -0.2 -0.3 0.7 0.180
H -2.812611 -7.969021 34.263137 -0.2 0.2 0.0 0.270
H -4.264006 -10.550582 33.631554 0.3 -0.3 -0.1 0.061
H -2.853354 -1.403900 31.040639 0.1 -0.3 0.3 0.402
H 1.947623 -11.221440 37.138909 0.0 -0.3 0.1 0.362
H -2.187954 -12.547879 32.003525 0.0 0.1 0.1 0.261
H -10.128453 -9.402406 33.452667 0.3 0.1 0.0 0.285
H 1.060082 -9.716123 37.171775 -0.4 0.0 -0.2 0.305
H -9.763567 -3.867141 33.358038 0.0 -0.1 -0.1 0.258
H -11.590899 -8.713482 34.041133 0.1 0.0 0.6 0.424
H -3.743041 -5.369027 37.125450 -0.2 0.3 0.2 0.303
H -3.896239 -2.093273 36.657010 0.1 0.2 0.0 0.249
H -12.198653 -11.152060 36.903795 0.1 0.0 -0.1 0.285
H -1.378928 -14.505365 31.422791 0.1 -0.1 0.0 0.338
H -8.149192 -7.705419 29.751923 0.1 -0.2 -0.3 0.481
H -12.642241 -10.046757 38.182591 0.0 0.2 -0.1 0.286
H -4.964008 -5.906956 31.808017 0.0 0.1 0.0 0.124
H -5.921901 -1.384317 33.952807 -0.4 0.0 -0.5 0.182
H -1.570820 -5.850968 39.284998 0.4 0.1 -0.1 0.337
H -2.843834 -8.920422 31.818581 -0.1 -0.2 0.2 0.008
H -2.977940 -7.362807 40.082464 -0.2 0.0 0.1 0.289
H -6.109054 -2.281055 28.611579 0.3 0.1 -0.2 0.264
H -1.966286 -15.200844 34.639631 0.1 0.1 0.2 0.298